(1)
ORCA calculation (ωB97M-V/def2-TZVPD) on C40H34AsF2N4O10Se2Y as an isolated structure.

Structure (XYZ):
```
94
Properties=species:S:1:pos:R:3:mulliken_charge:R:1
Y -1.12 0.00 1.44 0.58
O -5.24 2.56 -2.29 -0.58
C -5.56 1.28 -2.17 0.41
O -6.41 0.77 -2.86 -0.67
C -4.80 0.48 -1.17 0.64
C -4.93 -0.90 -1.05 -0.81
N -4.11 -1.31 -0.09 -0.08
N -3.44 -0.29 0.44 -0.05
C -3.84 0.80 -0.19 -0.33
C -3.14 2.08 0.18 1.25
O -3.35 3.09 -0.51 -0.91
O -2.35 1.98 1.16 -0.80
H -4.50 2.82 -1.65 0.40
H -5.55 -1.59 -1.61 0.53
H -3.82 -2.29 0.16 0.31
O 1.03 -0.13 7.23 -0.57
C 1.41 -0.88 6.08 -1.03
C 0.54 -0.62 4.83 2.43
C 1.26 -1.39 3.72 -2.65
O 0.49 -1.62 2.54 1.24
C 0.49 0.91 4.59 -1.24
Se 0.78 1.62 2.77 -0.49
C -0.84 -1.24 5.10 -1.52
Se -2.34 -0.80 3.90 -0.43
H 0.17 0.25 7.06 0.39
H 1.37 -1.95 6.32 0.41
H 2.45 -0.62 5.86 0.43
H 1.60 -2.36 4.10 0.46
H 2.14 -0.83 3.39 0.48
H -0.25 -2.22 2.71 0.06
H 1.26 1.38 5.20 0.49
H -0.48 1.28 4.91 0.37
H -1.17 -0.95 6.10 0.45
H -0.72 -2.32 5.14 0.39
F 1.06 -2.35 -4.31 -0.49
C 0.62 -1.79 -3.14 0.43
C -0.59 -1.12 -3.13 -0.88
C -0.99 -0.53 -1.93 0.10
C -0.27 -0.60 -0.73 1.81
C 0.95 -1.31 -0.84 -1.13
C 1.41 -1.89 -2.01 -0.86
H -1.18 -1.05 -4.03 0.40
H -1.94 0.01 -1.97 -0.27
H 1.59 -1.39 0.04 0.66
H 2.36 -2.40 -2.07 0.28
C 1.92 7.10 -0.29 -0.40
C 1.70 6.65 -1.59 -0.69
C 1.21 5.37 -1.81 -0.37
C 0.92 4.54 -0.73 0.18
C 1.13 4.99 0.56 -0.10
C 1.63 6.27 0.78 -0.67
As 0.24 2.71 -0.92 0.42
C 1.93 1.88 -1.44 0.46
C 2.96 1.50 -0.60 -0.55
C 4.06 0.85 -1.14 -0.70
C 4.12 0.57 -2.50 -0.82
C 3.08 0.93 -3.34 -0.32
C 1.98 1.60 -2.81 0.04
C 0.78 2.02 -3.57 0.89
C 0.56 1.80 -4.93 -0.48
C -0.64 2.21 -5.50 -0.75
C -1.62 2.83 -4.73 -0.61
C -1.40 3.05 -3.38 -0.75
C -0.20 2.66 -2.81 0.10
H 2.31 8.10 -0.12 0.34
H 1.92 7.29 -2.43 0.37
H 1.04 5.03 -2.82 0.35
H 0.89 4.35 1.41 0.34
H 1.80 6.61 1.79 0.39
H 2.89 1.68 0.47 0.39
H 4.87 0.54 -0.48 0.40
H 4.98 0.05 -2.90 0.37
H 3.13 0.69 -4.39 0.34
H 1.29 1.28 -5.53 0.33
H -0.82 2.02 -6.55 0.35
H -2.56 3.12 -5.18 0.41
H -2.17 3.50 -2.77 0.44
F 3.09 -3.94 2.17 -0.37
C 2.15 -4.75 1.66 0.20
C 1.11 -4.27 0.97 0.48
N 0.15 -5.08 0.43 0.05
C -0.94 -4.51 -0.37 -0.76
C -1.87 -3.54 0.38 0.47
O -3.09 -3.70 0.14 -0.95
O -1.35 -2.65 1.10 -0.63
C 0.22 -6.45 0.55 0.50
O -0.57 -7.24 0.07 -0.69
N 1.30 -6.91 1.30 -0.05
C 2.32 -6.17 1.89 0.13
O 3.22 -6.72 2.50 -0.68
H 0.96 -3.21 0.83 0.32
H -1.52 -5.34 -0.74 0.39
H -0.51 -3.96 -1.21 0.03
H 1.35 -7.91 1.40 0.22
```

- E_HOMO: -2.67 eV
- E_tot: -9793.19353 a.u.
- Energy above the lowest of the compared OMol25 structures with the same formula, charge and spin: 12.1 kJ/mol
- Net charge: -2
- M: 1090.47 g/mol
- Kohn-Sham gap: 0.2477 hartree



(2)
ORCA calculation (ωB97M-V/def2-TZVPD) on C40H34Br2O3P2S2Ta as an isolated structure.

Structure (XYZ):
```
84
Properties=species:S:1:pos:R:3:mulliken_charge:R:1
Ta -0.26 1.40 -0.27 0.94
S 1.98 0.63 -1.11 -0.59
P 1.44 -1.05 -0.08 1.38
C -0.21 -0.67 0.21 -0.38
P -1.59 -1.26 -0.61 1.99
S -2.50 0.47 -1.11 -0.67
C -1.23 -2.20 -2.12 0.69
C -0.96 -1.52 -3.30 -0.75
C -0.65 -2.23 -4.45 -0.84
C -0.60 -3.61 -4.42 -0.64
C -0.86 -4.29 -3.24 -0.75
C -1.18 -3.59 -2.09 -0.35
C -2.62 -2.34 0.39 0.05
C -3.92 -2.63 -0.01 -0.51
C -4.70 -3.49 0.74 -0.75
C -4.17 -4.07 1.89 -0.51
C -2.87 -3.79 2.29 -0.83
C -2.09 -2.92 1.54 0.13
C 2.34 -1.20 1.47 0.12
C 3.72 -1.37 1.44 -0.43
C 4.43 -1.44 2.63 -0.79
C 3.76 -1.34 3.84 -0.60
C 2.38 -1.18 3.87 -0.83
C 1.67 -1.10 2.68 0.84
C 1.84 -2.55 -0.98 0.86
C 1.78 -3.76 -0.29 -0.51
C 2.08 -4.94 -0.94 -0.71
C 2.44 -4.92 -2.28 -0.65
C 2.49 -3.72 -2.97 -0.69
C 2.19 -2.53 -2.33 -0.57
H -1.01 -0.44 -3.33 0.36
H -0.45 -1.69 -5.37 0.45
H -0.37 -4.16 -5.32 0.44
H -0.83 -5.38 -3.22 0.48
H -1.39 -4.13 -1.17 0.43
H -4.33 -2.18 -0.91 0.44
H -5.71 -3.71 0.44 0.43
H -4.78 -4.74 2.48 0.41
H -2.47 -4.24 3.19 0.46
H -1.08 -2.67 1.85 0.36
H 4.24 -1.45 0.49 0.41
H 5.50 -1.57 2.61 0.45
H 4.31 -1.40 4.77 0.43
H 1.86 -1.11 4.82 0.47
H 0.59 -0.96 2.69 -0.27
H 1.52 -3.77 0.77 0.36
H 2.04 -5.88 -0.40 0.45
H 2.68 -5.84 -2.79 0.44
H 2.77 -3.70 -4.02 0.48
H 2.23 -1.59 -2.86 0.38
C -1.81 0.82 3.80 -1.18
C -2.36 0.80 2.39 0.27
O -1.56 1.65 1.54 -0.13
H -2.40 0.15 4.43 0.42
H -1.86 1.82 4.24 0.44
H -0.77 0.49 3.81 0.17
H -3.39 1.15 2.35 0.35
H -2.31 -0.18 1.95 -0.28
H -1.46 2.54 1.92 0.17
Br -2.60 8.40 -1.88 -0.16
C -1.46 7.01 -2.47 -0.29
C -0.58 7.24 -3.52 -0.29
C 0.25 6.22 -3.96 -0.73
C 0.21 4.98 -3.36 -0.46
C -0.68 4.76 -2.31 0.07
C -1.52 5.77 -1.86 -0.27
C -0.72 3.46 -1.65 1.26
O -1.46 3.21 -0.65 -0.80
O 0.04 2.49 -2.03 -0.82
H -0.55 8.22 -3.98 0.43
H 0.94 6.41 -4.77 0.42
H 0.85 4.17 -3.69 0.48
H -2.21 5.59 -1.05 0.59
Br 2.94 5.34 4.43 -0.18
C 2.11 4.29 3.10 -0.08
C 2.66 3.08 2.72 -0.85
C 2.05 2.32 1.74 -0.13
C 0.85 2.71 1.12 0.79
C 0.34 3.96 1.53 -0.29
C 0.95 4.74 2.49 -0.93
H 3.58 2.74 3.19 0.48
H 2.54 1.40 1.46 0.17
H -0.57 4.36 1.07 0.41
H 0.52 5.70 2.77 0.46
```

- E_HOMO: -10.96 eV
- E_tot: -8454.48323 a.u.
- Energy above the lowest of the compared OMol25 structures with the same formula, charge and spin: 35.3 kJ/mol
- Net charge: +1
- M: 1029.55 g/mol
- Kohn-Sham gap: 0.2789 hartree



(3)
ORCA calculation (ωB97M-V/def2-TZVPD) on C40H34BrCsF6N3O2P2 as an isolated structure in a non-equilibrium geometry.

Structure (XYZ):
```
89
Properties=species:S:1:pos:R:3:mulliken_spin:R:1
Cs -0.49 -0.10 0.14 0.04
Br -4.51 6.24 -1.11 0.05
C -3.24 4.88 -1.14 0.28
C -3.02 4.18 -2.35 -0.09
C -2.09 3.19 -2.38 0.19
C -1.29 2.85 -1.20 0.02
O -0.45 1.94 -1.27 0.34
C -1.56 3.60 0.03 0.18
C -0.82 3.39 1.29 -0.03
N 0.23 2.70 1.35 0.09
C 1.05 2.67 2.50 -0.02
C 1.25 3.76 3.31 0.03
C 2.13 3.69 4.41 -0.01
C 2.79 2.54 4.70 0.02
C 2.62 1.40 3.88 -0.01
C 3.27 0.16 4.13 0.00
C 3.07 -0.89 3.30 0.00
C 2.23 -0.72 2.18 0.00
N 1.60 0.40 1.92 0.00
C 1.77 1.46 2.76 0.01
C -2.53 4.58 0.02 -0.09
H -3.59 4.43 -3.23 0.00
H -1.90 2.61 -3.27 0.01
H -1.24 3.90 2.17 0.00
H 0.75 4.69 3.07 0.00
H 2.28 4.57 5.03 0.00
H 3.46 2.48 5.55 0.00
H 3.91 0.07 5.00 0.00
H 3.54 -1.85 3.47 0.00
H 2.05 -1.54 1.48 0.00
H -2.74 5.12 0.94 0.00
C 4.12 3.07 -1.13 0.00
C 3.57 1.71 -0.70 0.00
C 4.64 0.85 -0.05 0.00
C 2.88 1.02 -1.88 0.00
C 3.81 0.55 -3.02 0.00
O 3.82 -0.90 -2.91 0.00
C 2.82 -1.18 -2.04 0.00
N 2.24 -0.24 -1.43 0.00
C 2.45 -2.61 -1.85 0.00
C 3.42 -3.52 -1.44 0.00
C 3.07 -4.84 -1.20 0.00
C 1.76 -5.25 -1.38 0.00
C 0.79 -4.34 -1.82 0.00
C 1.12 -3.02 -2.06 0.00
P -0.07 -1.73 -2.67 0.00
C 0.67 -1.36 -4.31 0.00
C 0.57 -0.05 -4.77 0.00
C 1.08 0.31 -6.01 0.00
C 1.72 -0.64 -6.80 0.00
C 1.84 -1.95 -6.34 0.00
C 1.32 -2.31 -5.11 0.00
C -1.56 -2.72 -3.12 0.00
C -2.08 -2.77 -4.42 0.00
C -3.27 -3.44 -4.68 0.00
C -3.94 -4.09 -3.65 0.00
C -3.43 -4.05 -2.36 0.00
C -2.25 -3.36 -2.10 0.00
H 4.54 3.60 -0.27 0.00
H 3.33 3.70 -1.56 0.00
H 4.92 2.96 -1.87 0.00
H 2.77 1.88 0.03 0.00
H 5.44 0.60 -0.75 0.00
H 4.22 -0.08 0.34 0.00
H 5.09 1.38 0.79 0.00
H 2.11 1.70 -2.26 0.00
H 4.84 0.91 -2.93 0.00
H 3.43 0.79 -4.01 0.00
H 4.44 -3.18 -1.31 0.00
H 3.82 -5.54 -0.86 0.00
H 1.48 -6.28 -1.19 0.00
H -0.23 -4.69 -1.97 0.00
H 0.09 0.69 -4.14 0.00
H 0.99 1.33 -6.36 0.00
H 2.13 -0.36 -7.76 0.00
H 2.34 -2.69 -6.95 0.00
H 1.42 -3.33 -4.76 0.00
H -1.57 -2.27 -5.23 0.00
H -3.66 -3.47 -5.69 0.00
H -4.86 -4.63 -3.86 0.00
H -3.94 -4.55 -1.55 0.00
H -1.89 -3.32 -1.07 0.00
F -0.43 -1.95 1.89 0.00
P -1.98 -2.46 2.15 0.00
F -1.50 -3.34 3.39 0.00
F -2.21 -1.18 3.09 0.00
F -3.49 -2.91 2.31 0.00
F -2.40 -1.53 0.85 0.00
F -1.69 -3.68 1.13 0.00
```

- E_HOMO (spin up / spin down): -7.99 / -7.99 eV
- E_tot: -5735.70278 a.u.
- Energy above the lowest of the compared OMol25 structures with the same formula, charge and spin: 157.7 kJ/mol
- 2S+1: 2
- M: 977.48 g/mol
- Kohn-Sham gap (spin up / spin down): 0.2671 / 0.1837 hartree